C5H14NOS | ωB97M-V/def2-TZVPD

Structure (XYZ):
```
22
Properties=species:S:1:pos:R:3
C -0.338 0.431 -1.424
H 1.557 -1.959 0.596
H -0.147 2.226 1.387
H 1.235 -0.816 -1.923
C 1.245 0.795 2.034
H -2.407 -1.302 -2.937
C -0.200 1.276 1.880
C 1.037 -0.920 0.455
O -2.952 -1.899 -2.315
H -1.437 0.356 -1.089
H -0.068 -1.773 -1.080
H 1.867 1.802 2.297
S -0.782 0.606 -3.249
H -2.743 -1.672 -1.423
H 0.227 -1.290 1.074
H -0.934 0.583 1.360
H 0.102 1.354 -1.183
C 0.445 -0.784 -1.007
H 1.529 0.243 2.901
H 1.820 0.973 0.102
H -0.852 1.540 2.696
N 1.795 0.230 0.847
```

spin multiplicity = 2
energy above the lowest of the compared OMol25 structures with the same formula, charge and spin = 195.9 kJ/mol
total energy = -726.9121 Ha
net charge = -2
frontier orbital gap (alpha / beta) = 2.14 / 6.19 eV
⟨S²⟩ = 0.75

C5H14NS | ωB97M-V/def2-TZVPD

Structure (XYZ):
```
21
Properties=species:S:1:pos:R:3
H -0.997 -1.041 1.274
C 0.452 3.422 -0.072
H 1.539 3.507 -0.178
H 0.290 1.290 0.196
H 0.184 3.601 0.969
H 1.171 -3.196 1.135
H -1.218 -2.682 1.896
H -2.288 -2.405 -0.324
C -0.007 2.046 -0.541
H -0.940 -3.541 -0.429
H 1.262 -1.564 0.490
C 0.801 -2.173 1.270
H 1.493 1.761 -1.859
H 0.192 0.828 -2.141
C -0.712 -2.088 1.123
H 0.004 4.195 -0.700
C -1.199 -2.486 -0.275
N 0.477 1.778 -1.890
H -1.096 1.995 -0.580
H 1.135 -1.824 2.249
S -0.540 -1.424 -1.613
```

energy above the lowest of the compared OMol25 structures with the same formula, charge and spin = 6.5 kJ/mol
total energy = -651.8716 Ha
net charge = -1
frontier orbital gap = 6.34 eV

C5H14NS | ωB97M-V/def2-TZVPD

Structure (XYZ):
```
21
Properties=species:S:1:pos:R:3
H 2.065 -0.549 -1.546
C 2.166 0.528 0.752
N 0.941 -0.011 0.118
H 0.371 -1.423 1.719
C 0.571 -1.359 0.686
H -0.093 1.929 0.012
H 2.227 1.599 0.687
H 2.004 0.492 1.845
H -2.567 0.438 -1.592
H -0.643 1.065 1.389
C 1.034 -0.162 -1.415
H 2.884 -0.161 0.501
H -0.247 -1.715 0.129
H 1.414 -2.024 0.398
H -2.112 -0.943 -0.538
H 0.925 0.763 -1.891
C -2.610 -0.023 -0.645
C -0.201 0.882 0.419
S -3.683 0.301 0.642
H 0.303 -0.779 -1.764
H -4.748 1.152 0.094
```

energy above the lowest of the compared OMol25 structures with the same formula, charge and spin = 517.2 kJ/mol
total energy = -651.4155 Ha
net charge = +1
frontier orbital gap (alpha / beta) = 9.11 / 6.98 eV

C5H14NS | ωB97M-V/def2-TZVPD

Structure (XYZ):
```
21
Properties=species:S:1:pos:R:3
C -0.792 -0.414 -1.241
H -0.407 -1.174 3.385
H -0.499 1.426 -4.317
S 0.005 0.349 -3.724
H 0.700 0.896 2.771
C 1.891 0.089 1.081
H 2.883 0.331 1.463
C 0.354 -1.155 2.614
H 0.113 -0.978 -1.022
H -2.262 0.452 -0.035
H 0.235 1.484 -1.652
H -1.476 1.411 -2.115
C 0.897 -0.010 2.199
H 1.594 0.868 0.370
H 1.940 -0.875 0.564
C -0.543 0.843 -2.068
H -1.571 -0.895 0.617
N -1.371 -0.036 0.098
H -0.762 0.538 0.687
H 0.559 -2.096 2.109
H -1.487 -1.053 -1.782
```

energy above the lowest of the compared OMol25 structures with the same formula, charge and spin = 123.9 kJ/mol
total energy = -651.5653 Ha
net charge = +1
frontier orbital gap = 9.49 eV

C5H14NSi | ωB97M-V/def2-TZVPD

Structure (XYZ):
```
21
Properties=species:S:1:pos:R:3
H -3.004 -1.183 0.529
H 0.756 -0.049 -2.342
C 1.903 -0.636 1.455
H -1.500 0.041 -1.757
N -1.722 -0.763 -1.166
H -2.092 -1.546 -1.701
H 1.577 -0.465 2.478
C -0.028 1.782 0.845
C 1.392 0.368 -1.564
Si 0.726 0.153 0.210
C -0.848 -1.000 -0.008
H 2.361 -0.108 -1.671
H -2.390 0.518 0.438
C -2.224 -0.519 0.185
H -0.686 1.623 1.694
H -0.582 2.331 0.088
H 2.895 -0.204 1.352
H -0.835 -2.498 0.220
H 2.004 -1.710 1.320
H 1.537 1.420 -1.792
H 0.760 2.446 1.188
```

energy above the lowest of the compared OMol25 structures with the same formula, charge and spin = 257.7 kJ/mol
total energy = -542.8498 Ha
net charge = +1
frontier orbital gap = 11.20 eV

C5H14O | ωB97M-V/def2-TZVPD

Structure (XYZ):
```
20
Properties=species:S:1:pos:R:3
C 0.750 1.226 0.549
H 2.260 0.058 -0.473
H -0.516 -1.724 -0.665
H 1.693 2.126 -1.173
H 1.314 -0.847 0.839
C 1.772 0.074 0.500
C -1.511 -1.457 -1.066
H -0.242 0.942 0.194
H -2.602 -2.288 0.652
O 0.523 1.532 1.911
C 1.220 2.459 -0.254
H 0.455 3.218 -0.340
H 2.548 0.381 1.205
H -2.091 -3.552 -0.477
H -1.259 -1.505 -2.121
H -3.362 -2.469 -0.913
H 1.263 1.949 2.353
C -2.393 -2.513 -0.386
H -1.833 -0.483 -0.728
H 2.010 2.873 0.391
```

SMILES = CC(C)O.CC
energy above the lowest of the compared OMol25 structures with the same formula, charge and spin = 93.4 kJ/mol
total energy = -274.1065 Ha
frontier orbital gap = 11.17 eV

C5H14O | ωB97M-V/def2-TZVPD

Structure (XYZ):
```
20
Properties=species:S:1:pos:R:3
H -3.057 0.204 -1.076
C 2.357 0.839 -0.200
H 0.323 1.588 -0.497
C 2.105 -0.697 -0.200
C -2.532 -0.580 -0.535
H -2.271 -1.184 1.471
H 3.277 0.789 0.388
H -1.038 -1.681 -1.210
H 1.061 -0.995 -0.304
H -1.322 0.289 1.064
O -1.308 -0.770 -1.263
H 0.664 0.921 1.062
H 2.629 1.138 -1.213
H 2.480 -1.226 0.692
C -2.251 -0.246 0.914
C 1.087 1.537 0.270
H 1.275 2.525 0.695
H -3.103 -1.512 -0.513
H 2.692 -1.252 -0.932
H -3.067 0.314 1.385
```

SMILES = CCC.CCO
energy above the lowest of the compared OMol25 structures with the same formula, charge and spin = 113.3 kJ/mol
total energy = -274.0989 Ha
frontier orbital gap = 11.33 eV

C5H14O | ωB97M-V/def2-TZVPD

Structure (XYZ):
```
20
Properties=species:S:1:pos:R:3
C 2.682 -1.047 0.106
H 3.694 -0.649 0.015
H 1.938 -0.175 -1.851
C 1.739 -0.249 -0.767
H 2.682 -2.098 -0.189
H -0.630 -0.063 1.505
O 1.587 1.042 -0.379
H -2.438 2.050 -0.969
H 0.744 -0.771 -0.507
H -3.418 1.166 0.130
H 2.428 -0.936 1.163
H -1.929 1.961 0.701
C -1.312 -0.650 0.889
C -1.552 0.117 -0.417
H -2.247 -0.749 1.433
H 2.017 1.213 0.489
H -2.084 -0.467 -1.168
H -0.860 -1.633 0.781
C -2.378 1.376 -0.106
H -0.665 0.563 -0.860
```

spin multiplicity = 2
energy above the lowest of the compared OMol25 structures with the same formula, charge and spin = 57.7 kJ/mol
total energy = -273.7356 Ha
net charge = +1
frontier orbital gap (alpha / beta) = 11.67 / 5.16 eV
⟨S²⟩ = 0.75